Formula: C48H72CaO37
Source: OMol25
Level of theory: ωB97M-V/def2-TZVPD

The value obtained for the frontier orbital gap is 8.942 eV. The HOMO energy comes out at -0.3446 Eh.

```
! RIJCOSX wB97M-V def2-TZVPD def2/J DEFGRID3
* xyz 0 1
Ca -0.41840 0.30017 0.23035
C -3.65520 2.77374 1.46689
C -2.54746 1.91687 0.84523
O -1.43829 2.37807 0.53533
O -2.69399 0.67831 0.78170
H -4.61042 2.55140 0.99126
H -3.60492 3.83345 1.21674
H -3.74092 2.63155 2.54417
C 1.97455 -0.55625 3.74369
C 1.14098 -0.30902 2.47715
O 1.24481 0.74570 1.84960
O 0.29555 -1.10676 2.08636
H 2.81566 0.11859 3.90249
H 2.41137 -1.55370 3.79260
H 1.32409 -0.47843 4.61487
C -4.95778 -2.27919 1.08554
C -5.56374 -0.95613 0.82241
C -7.09671 -1.04599 0.80518
O -7.50146 -0.12728 1.83931
C -6.46016 0.31950 2.48659
O -6.63381 1.11508 3.38294
O -5.35238 -0.18867 1.99759
H -5.60272 -2.78989 1.80061
H -4.01317 -2.33755 1.62627
H -4.81662 -2.90247 0.20253
H -5.20134 -0.44076 -0.06706
H -7.51783 -2.01105 1.08697
H -7.50310 -0.71265 -0.14971
C -1.50256 1.77848 4.76791
C -2.66305 0.89013 5.01962
C -2.63919 -0.48385 4.25241
O -3.15970 -1.28525 5.28410
C -3.08152 -0.74557 6.50443
O -3.29614 -1.37298 7.51090
O -2.67871 0.48828 6.40848
H -1.47852 2.05149 3.71293
H -0.56044 1.29980 5.03507
H -1.67540 2.70993 5.30702
H -3.56030 1.46048 4.77934
H -1.59823 -0.72114 4.03287
H -3.32995 -0.46066 3.40955
C 1.18251 3.94302 2.69403
C 1.93872 3.63484 3.99030
C 3.27297 4.33361 4.10232
O 3.13514 5.15425 5.27722
C 1.89886 5.07695 5.76686
O 1.44789 5.79488 6.64086
O 1.19749 4.19275 5.07789
H 1.02803 5.01396 2.56245
H 0.23684 3.40273 2.73780
H 1.64235 3.57275 1.77776
H 2.10025 2.56218 4.09710
H 3.51381 4.92205 3.21698
H 4.05661 3.57968 4.17710
C 4.12829 -3.12338 1.24712
C 3.96737 -4.44851 0.46269
C 2.49953 -4.80632 0.22173
O 2.47107 -5.24248 -1.12766
C 3.63124 -4.99147 -1.75799
O 3.89675 -5.26701 -2.89842
O 4.40787 -4.26354 -0.87277
H 3.67190 -3.14411 2.23675
H 3.67559 -2.30268 0.69070
H 5.20074 -2.94907 1.33401
H 4.56337 -5.24029 0.91653
H 1.87248 -3.91546 0.25767
H 2.06885 -5.50241 0.94151
C 2.01077 2.03300 -5.44150
C 2.76056 2.24861 -4.05137
C 2.98264 3.72809 -3.71721
O 2.52720 3.73518 -2.39373
C 1.85599 2.60421 -2.08436
O 1.41899 2.29866 -0.99965
O 1.90721 1.74717 -3.06326
H 1.90886 0.97779 -5.69494
H 2.48061 2.64021 -6.21522
H 0.98512 2.39818 -5.49427
H 3.75313 1.80270 -3.98758
H 2.40115 4.48863 -4.23831
H 4.00117 4.10479 -3.81101
C 4.14534 1.89207 1.41245
C 5.26046 1.57660 0.37304
C 4.84591 0.72010 -0.83084
O 5.41625 1.46952 -1.89610
C 5.77523 2.69788 -1.54009
O 6.18982 3.54444 -2.36111
O 5.68351 2.82664 -0.21011
H 3.27635 2.41327 1.01083
H 4.49608 2.59190 2.17096
H 3.86364 0.97376 1.92768
H 6.11253 1.08815 0.84578
H 3.76211 0.60421 -0.83757
H 5.25324 -0.28923 -0.77230
C 0.53009 -4.83916 4.25669
C -0.59751 -3.84374 4.06707
C -1.39636 -4.04173 2.81149
O -2.65492 -4.35586 3.28414
C -2.64435 -4.52365 4.62580
O -3.55835 -4.94905 5.33563
O -1.50841 -3.95575 5.12834
H 1.24599 -4.96762 3.44484
H 0.17281 -5.79540 4.63882
H 1.18379 -4.42599 5.02485
H -0.25805 -2.80794 4.06828
H -0.95418 -4.87358 2.26322
H -1.31523 -3.11731 2.23971
C -2.84847 -4.56492 -3.66270
C -2.60145 -4.53055 -2.12190
C -1.19339 -4.97388 -1.78816
O -0.78131 -3.99983 -0.84578
C -1.55964 -2.94409 -0.89272
O -1.28054 -1.94819 -0.24341
O -2.60404 -3.18978 -1.74507
H -2.16508 -3.88509 -4.17153
H -3.86344 -4.24525 -3.89882
H -2.81304 -5.55521 -4.11671
H -3.44605 -4.92434 -1.55650
H -0.59003 -4.93291 -2.69501
H -1.22076 -5.93470 -1.27418
C 1.34067 -2.27168 -5.39608
C 1.93619 -2.64847 -4.05008
C 3.31225 -2.06991 -3.72779
O 3.18631 -1.54057 -2.42097
C 1.91049 -1.49907 -2.04147
O 1.49911 -1.04004 -0.95959
O 1.15180 -2.06110 -3.00226
H 1.26470 -1.18582 -5.45292
H 0.32278 -2.64730 -5.50048
H 1.97279 -2.63138 -6.20796
H 2.16857 -3.70041 -3.88416
H 3.60223 -1.34494 -4.48835
H 4.07561 -2.83849 -3.84890
C -1.11457 6.37387 -0.09322
C -0.35497 5.66953 -1.27664
C -1.08367 4.61543 -2.15124
O -0.48460 4.82658 -3.38526
C -0.11494 6.14074 -3.50666
O 0.15326 6.75077 -4.52283
O -0.09962 6.67887 -2.24110
H -1.94513 6.98913 -0.43922
H -0.42637 6.99920 0.47550
H -1.50570 5.56257 0.52070
H 0.55411 5.18289 -0.92331
H -2.15978 4.77712 -2.08848
H -0.76016 3.60513 -1.90076
C -2.39693 -1.00713 -6.08810
C -1.63708 0.23278 -5.51398
C -2.51163 1.40565 -4.99672
O -2.17508 1.58227 -3.64560
C -1.31776 0.63426 -3.26970
O -0.93541 0.48544 -2.11640
O -0.97652 -0.12904 -4.32797
H -2.81252 -0.79254 -7.07264
H -3.21446 -1.38259 -5.47267
H -1.62735 -1.77444 -6.17236
H -0.96143 0.65039 -6.26045
H -3.56584 1.13184 -5.03862
H -2.38072 2.31670 -5.58063
*
```

Atom charges from the Löwdin analysis, given in e for atoms 1 to 8: number 1, Ca, carries 1.47; number 2, C, carries 0.02; number 3, C, carries -0.74; number 4, O, carries -0.13; number 5, O, carries -0.12; number 6, H, carries 0.07; number 7, H, carries 0.07; number 8, H, carries 0.08